DFT (ωB97M-V with the def2-TZVPD basis set) results for one molecule with the formula C5H7NO in a non-equilibrium geometry.

As for the multiplicity: 1. The value obtained for the largest force on an atom is 2.1 eV/Å. The relative energy (zero: lowest compared OMol25 entry of this formula, charge and spin) comes out at 77.05 kcal/mol. The frontier orbital gap is 0.315 hartree.

Geometry as XYZ:
```
14
C5H7NO ωB97M-V with the def2-TZVPD basis set
C -1.8061 0.0828 0.4698
N -0.4028 -0.1008 0.1579
C 0.2006 -1.3189 -0.1189
C 1.5192 -1.0663 -0.3140
C 1.7992 0.3750 -0.3176
C 0.5143 0.8722 0.0321
O 0.0970 2.1288 0.2941
H -2.2775 0.7248 -0.2779
H -1.9108 0.5440 1.4524
H -2.3018 -0.8906 0.4715
H -0.3747 -2.2274 -0.1326
H 2.3087 -1.7720 -0.5288
H 1.7693 -0.0604 -1.3898
H 0.8654 2.7089 0.2019
```

Löwdin population analysis, charges in e, atoms 1 to 6: -0.0037, -0.0864, -0.0990, -0.1806, -0.0853, -0.3723